No. 1
The following is a DFT calculation (the ωB97M-V functional and the def2-TZVPD basis) of the molecule C5H3F.

Atoms and positions in Å:
1 C -0.190 -0.338 1.780
2 C -0.351 -0.915 2.818
3 C 0.125 0.180 -1.054
4 C -0.376 0.144 0.223
5 C 0.471 0.797 -2.235
6 F -0.371 -1.621 3.912
7 H 1.274 0.833 -2.912
8 H 0.371 -0.103 -2.955
9 H -0.953 1.022 0.422

orbital gap = 9.21 eV
LUMO level = 0.10 eV
ΔE to the lowest compared entry with this formula, charge and spin = 108.63 kcal per mole
charge = 0


No. 2
The following is a DFT calculation (the ωB97M-V functional and the def2-TZVPD basis) of a structure of composition C38H38N11O5W.

Atoms and positions in Å:
1 W 0.153 -0.214 0.214
2 C 0.229 -1.262 3.953
3 C 0.581 0.220 3.890
4 C 0.128 1.025 4.919
5 C 0.635 2.330 5.022
6 C 1.439 2.850 4.051
7 C 1.876 2.106 2.934
8 C 2.876 2.661 1.966
9 C 1.361 0.809 2.831
10 N 1.581 0.092 1.625
11 C 2.881 -0.144 1.249
12 O 3.848 -0.023 1.972
13 C 2.979 -0.552 -0.237
14 C 3.999 -1.208 -0.760
15 C 3.882 -1.821 -2.045
16 C 2.721 -1.690 -2.706
17 C 1.650 -0.734 -2.318
18 N 1.756 -0.416 -0.857
19 C -0.844 -0.210 -2.701
20 O -1.329 0.031 -3.784
21 N -1.054 0.442 -1.486
22 C -2.036 1.462 -1.533
23 C -1.729 2.759 -2.033
24 C -0.375 3.086 -2.663
25 C -2.718 3.740 -2.159
26 C -3.985 3.485 -1.630
27 C -4.246 2.253 -1.042
28 C -3.343 1.225 -1.095
29 C -3.765 -0.165 -0.650
30 H 1.024 -1.882 3.658
31 H -0.603 -1.565 3.246
32 H -0.104 -1.488 4.968
33 H -0.609 0.606 5.578
34 H 0.375 2.976 5.834
35 H 1.868 3.869 4.174
36 H 2.784 3.724 1.848
37 H 2.699 2.282 0.965
38 H 3.910 2.264 2.098
39 H 4.894 -1.411 -0.174
40 H 4.662 -2.532 -2.429
41 H 2.572 -2.156 -3.673
42 H 0.032 2.219 -3.175
43 H 0.382 3.567 -2.028
44 H -0.559 3.773 -3.481
45 H -2.484 4.669 -2.723
46 H -4.783 4.253 -1.665
47 H -5.238 2.088 -0.703
48 H -4.317 -0.670 -1.429
49 H -4.399 -0.165 0.236
50 H -2.863 -0.748 -0.403
51 C 0.069 -2.433 -3.581
52 C 0.195 -1.327 -2.552
53 N -0.141 -1.761 -1.177
54 N -0.427 -2.944 -0.865
55 C -0.454 -3.024 0.489
56 O -0.216 -1.941 1.170
57 C -0.671 -4.297 1.118
58 C -0.952 -4.377 2.464
59 C -1.245 -5.587 3.059
60 C -1.237 -6.752 2.307
61 C -0.874 -6.652 0.972
62 C -0.550 -5.459 0.357
63 C 1.976 0.535 -3.129
64 C 1.947 0.548 -4.531
65 C 2.527 1.642 -5.162
66 C 3.134 2.659 -4.457
67 C 2.960 2.597 -3.090
68 N 2.305 1.618 -2.444
69 H -0.920 -2.897 -3.674
70 H 0.743 -3.264 -3.266
71 H 0.325 -2.145 -4.608
72 H -0.995 -3.501 3.086
73 H -1.536 -5.638 4.102
74 H -1.532 -7.661 2.739
75 H -0.827 -7.515 0.332
76 H -0.335 -5.421 -0.693
77 H 1.625 -0.322 -5.075
78 H 2.529 1.643 -6.230
79 H 3.619 3.464 -4.969
80 H 3.332 3.384 -2.472
81 N -0.030 1.997 0.559
82 N -1.195 2.679 1.134
83 C -1.960 1.786 1.937
84 N -2.920 2.368 2.646
85 N -1.544 0.540 1.931
86 N -2.432 -0.270 2.664
87 O -2.769 -1.241 2.041
88 O -2.702 0.065 3.819
89 H 0.717 2.264 1.193
90 H 0.145 2.461 -0.325
91 H -1.828 3.112 0.464
92 H -2.979 3.385 2.663
93 H -3.276 1.872 3.408

orbital gap (alpha / beta) = 6.78 / 6.06 eV
spin multiplicity = 3
⟨S²⟩ = 2.02
LUMO level (alpha / beta) = -3.57 / -4.62 eV
charge = +1


No. 3
The following is a DFT calculation (the ωB97M-V functional and the def2-TZVPD basis) of a structure of composition CHF3MgNO3S2.

Atoms and positions in Å:
1 Mg 0.156 0.659 1.052
2 N 1.733 -0.145 -0.916
3 S 1.197 -1.595 -0.345
4 O 2.400 -2.247 0.327
5 O 0.191 -1.247 0.846
6 S 1.584 1.513 -0.810
7 O 2.318 2.054 0.518
8 C -2.557 0.139 -0.423
9 F -1.957 0.695 0.706
10 F -3.484 1.004 -0.787
11 F -3.130 -0.979 -0.022
12 H -1.800 -0.041 -1.203

orbital gap (alpha / beta) = 4.50 / 4.50 eV
LUMO level (alpha / beta) = 2.00 / 1.99 eV
ΔE to the lowest compared entry with this formula, charge and spin = 26.08 kcal per mole
charge = -1


No. 4
The following is a DFT calculation (the ωB97M-V functional and the def2-TZVPD basis) of the molecule C4H8O2S.

Atoms and positions in Å:
1 C 0.989 -0.511 0.201
2 C -0.892 1.027 0.973
3 C -0.822 -0.057 -1.309
4 C -0.465 -0.218 0.180
5 O 3.526 -0.409 -0.199
6 O -1.201 -1.347 0.631
7 S 2.143 0.551 -0.071
8 H 3.357 -1.330 -0.430
9 H -0.432 1.919 0.555
10 H -0.596 0.935 2.016
11 H -1.974 1.125 0.927
12 H -0.449 0.890 -1.689
13 H -0.386 -0.874 -1.882
14 H -1.903 -0.107 -1.411
15 H -0.895 -1.593 1.508

orbital gap = 8.96 eV
LUMO level = 0.03 eV
ΔE to the lowest compared entry with this formula, charge and spin = 71.94 kcal per mole
charge = 0


Energy in a.u., matching the order above: -291.8783, -2516.1685, -1615.2642, -705.7810
Molecular weight in g/mol, matching the order above: 82.08, 912.63, 220.46, 120.17